Entry from the OMol25 dataset: a structure of composition C15H19Cl2CoFN2O2Se2Te2 (ωB97M-V/def2-TZVPD).

The calculation puts the LUMO energy (spin up / spin down) at 4.229 / 4.233 eV. Its charge is -2. Its maximum force is 0.13 eV/A. Its orbital gap (spin up / spin down) is 5.22 / 5.17 eV. For the HOMO energy (spin up / spin down), the calculation gives -0.036 / -0.035 hartree. The spin multiplicity is 2.

Element x y z (Å)
H (1.4932, -2.2479, 1.9216)
N (0.1224, -1.6834, 0.4588)
H (-1.5496, -1.2443, -0.7000)
H (-1.7523, -1.0010, 1.0391)
H (0.6400, -1.9532, -1.5503)
C (0.0457, -3.8779, -0.6863)
H (-0.5723, -3.9620, -1.5847)
O (0.0494, 0.2100, -1.6449)
H (-2.7159, 4.3675, -1.2845)
Cl (2.5837, -0.1729, -3.1648)
C (-0.8936, 5.0375, 1.4868)
H (0.8358, -4.5037, 1.6667)
H (0.7862, -4.6820, -0.7186)
H (1.0116, 0.6022, -4.7260)
C (0.1242, 4.1112, 1.3031)
C (1.2615, 2.2663, 0.0230)
H (2.1034, 2.5178, 0.6708)
N (-0.8206, -4.0925, 0.4778)
C (-0.0811, 0.5605, -2.8373)
H (-0.9187, 5.6862, 2.3538)
H (1.7949, -2.5814, -0.3775)
C (-1.9106, 4.2912, -0.5639)
Te (3.9311, 0.7805, 2.6378)
H (-0.6279, -4.0865, 2.5577)
H (1.6101, 2.2570, -1.0161)
C (-1.9044, -3.1066, 0.4233)
C (0.1658, 3.2568, 0.1924)
Te (1.8128, 0.0940, 4.1960)
Cl (0.3709, -1.6278, -4.4114)
C (0.9601, -0.0211, -3.8425)
C (-0.8820, 3.3707, -0.7313)
Se (3.2522, -0.3413, 0.5154)
H (-2.4949, -3.2099, 1.3378)
Se (-0.0063, 0.9623, 2.7031)
H (0.9070, 4.0269, 2.0462)
H (-2.5538, -3.3564, -0.4203)
Co (0.7712, 0.3724, 0.3483)
C (-0.0244, -3.8286, 1.6830)
H (-0.9047, 2.7197, -1.5965)
C (-1.8955, 5.1103, 0.5433)
F (-2.9071, 6.0267, 0.7142)
C (0.4237, -2.3503, 1.7421)
C (0.7338, -2.4969, -0.6156)
H (-0.0951, -1.7974, 2.5228)
O (-0.9360, 1.2689, -3.3739)
C (-1.3436, -1.6715, 0.2812)

Entry from the OMol25 dataset: a structure of composition C15H19CoN7O7 (ωB97M-V/def2-TZVPD).

The calculation puts the LUMO energy (spin up / spin down) at 4.455 / 4.455 eV. Its charge is -2. Its maximum force is 0.52 eV/A. Its orbital gap (spin up / spin down) is 6.40 / 6.44 eV. For the HOMO energy (spin up / spin down), the calculation gives -0.072 / -0.073 hartree. The spin multiplicity is 2.

Element x y z (Å)
C (2.1384, 0.6975, -0.9939)
H (-2.4235, 2.1149, 0.7272)
H (-0.2828, 0.5789, -4.2164)
O (-0.6802, -4.5599, 1.6815)
H (-0.6854, 2.1606, -4.5963)
N (1.4694, -0.7459, 2.3783)
H (4.1815, 0.3509, -1.8560)
H (1.6850, 1.3333, 2.2655)
N (-1.7146, 2.7848, -2.4918)
C (2.8003, -1.3446, -1.5570)
H (-2.6370, 0.7143, 3.8500)
H (0.7492, -1.4125, 2.6409)
C (-1.3728, 1.5526, -2.8212)
N (-0.9744, 1.3095, -4.1370)
H (3.9446, -3.1066, -1.1291)
O (-0.9433, -2.3427, 1.8340)
C (1.1989, 0.5825, 2.9019)
C (-0.8860, -3.4542, 1.2009)
C (3.2243, -0.0292, -1.5365)
N (-1.2305, 0.4996, 2.2905)
C (-0.2697, 0.9966, 3.0616)
O (-3.4135, -0.7423, 1.2175)
H (-2.4180, 3.9665, -0.9474)
H (-1.1401, -0.5142, -2.1604)
C (2.0149, 2.1685, -0.7559)
C (3.4668, -2.6118, -1.9769)
O (-1.2355, -2.0658, -0.7239)
H (-2.7559, 1.9481, 2.6534)
N (-1.7301, 0.7161, -0.6357)
N (1.1398, -0.1166, -0.7026)
C (-1.4021, 0.5016, -1.8958)
N (1.5531, -1.3331, -1.0595)
O (-0.8913, -4.2297, -1.1173)
H (1.1243, 2.5671, -1.2465)
H (2.8875, 2.6944, -1.1467)
H (4.2305, -2.4109, -2.7284)
C (-3.7183, 0.1146, 2.0977)
H (2.7415, -3.3100, -2.3966)
H (0.8757, -2.0819, -0.9744)
H (1.9227, 2.3904, 0.3070)
H (1.5967, 0.7381, 3.9113)
C (-2.5604, 0.8725, 2.7711)
Co (-1.3422, -0.7552, 0.7412)
H (2.3648, -1.0818, 2.7067)
O (-0.4538, 1.8469, 3.9657)
O (-4.8642, 0.4212, 2.4709)
C (-2.1168, 2.9644, -1.2280)
C (-2.1220, 1.9527, -0.2941)
C (-1.0455, -3.2902, -0.3494)

Entry from the OMol25 dataset: a structure of composition C15H19N3O3S (ωB97M-V/def2-TZVPD).

The calculation puts the LUMO energy at 0.597 eV. Its maximum force is 15.08 eV/A. Its orbital gap is 7.66 eV. For the HOMO energy, the calculation gives -0.259 hartree.

Element x y z (Å)
H (0.6221, -0.5438, 1.4652)
C (5.5871, -0.6688, -0.4948)
H (-2.3310, -0.4012, 1.8057)
O (5.1851, 0.5600, -0.7315)
H (3.2899, 2.5904, -0.0602)
O (-0.8330, -1.9516, 0.6013)
C (-0.9789, 1.4053, -0.4120)
C (-2.7043, 0.2250, -1.5465)
H (-2.0818, 0.2163, -2.4775)
H (0.6839, -1.9539, -1.0779)
O (4.7219, -1.5034, -0.0408)
C (3.1865, 1.6393, 0.0432)
C (-3.2525, 1.0603, 0.5314)
C (0.8642, 2.1318, 0.7955)
H (-3.5637, -2.3843, 0.5315)
H (6.6289, -0.6594, -0.2981)
C (-1.1181, -1.7290, -0.5109)
H (1.0539, 3.2648, 0.1400)
C (2.3954, -1.1729, 0.9283)
C (-3.3784, -0.4297, 1.3547)
C (1.5537, -0.1195, 0.9019)
H (-3.7029, 0.4066, -1.7871)
C (-2.6333, -1.3509, -0.9636)
H (-0.6445, -1.1696, -2.2907)
H (2.3051, -2.1337, 1.0549)
H (-4.1816, -0.4593, 2.2440)
H (5.8560, -1.0221, -1.5132)
N (-0.3105, -1.7457, -1.4168)
N (-2.3583, 1.0577, -0.5542)
H (-3.0223, -1.9694, -1.7052)
N (-0.5936, 2.0882, 0.8043)
C (1.8710, 1.2947, 0.7194)
H (0.8858, 2.7023, 2.0207)
H (-4.6775, -1.2338, 0.1533)
C (-3.6307, -1.5786, 0.0976)
C (3.7056, -0.9718, 0.2867)
H (-1.0653, 1.6240, 1.5226)
H (-2.9764, 1.6821, 1.3531)
C (3.9361, 0.4574, -0.0198)
S (-0.0491, 1.5005, -1.7021)
H (-4.2446, 1.2457, 0.2476)

Entry from the OMol25 dataset: a structure of composition C15H19N4Yb (ωB97M-V/def2-TZVPD).

The calculation puts the LUMO energy (spin up / spin down) at -7.812 / -8.830 eV. Its charge is +2. Its maximum force is 3.70 eV/A. Its orbital gap (spin up / spin down) is 6.64 / 5.62 eV. For the HOMO energy (spin up / spin down), the calculation gives -0.531 / -0.531 hartree. The spin multiplicity is 2.

Element x y z (Å)
C (0.0002, 3.3299, 0.4038)
H (1.1042, 3.5492, 0.4069)
C (-2.5659, -1.5899, -0.1732)
H (1.8193, -1.3149, 1.8995)
H (3.9255, 0.0917, -2.0563)
H (-2.8435, 5.1126, 1.0216)
H (4.8991, -0.1317, 0.7332)
Yb (0.7225, 0.2364, -0.3096)
C (-3.9015, -1.6837, -0.5219)
H (-0.3468, 5.4363, 0.4814)
H (-0.7025, -2.5813, 0.3077)
N (-2.6089, 0.7136, -0.1170)
N (2.2865, -0.6950, 1.2288)
C (-4.4417, -3.0171, -0.6296)
H (3.0658, 2.1318, -0.0823)
N (2.9710, 1.4226, -0.8504)
H (-3.7943, 2.7250, 0.6670)
C (-3.6808, -4.1179, -0.3743)
C (-0.5770, 2.0831, 0.1654)
H (-4.3673, -0.7470, -0.6670)
H (5.1336, 1.1234, -1.1665)
H (2.9901, -0.1572, 1.7651)
N (-1.9170, -0.3378, -0.0414)
C (3.2389, -1.4888, 0.3232)
C (-2.1759, 4.2490, 0.7459)
C (-2.7368, 3.0201, 0.4961)
C (-0.7634, 4.4448, 0.4811)
H (5.0138, -1.4387, -0.6010)
H (-4.1644, -5.0826, -0.4488)
C (4.4455, -0.6579, -0.1137)
C (-1.7967, -2.7565, 0.0422)
C (4.2032, 0.5654, -1.1003)
H (3.5233, -2.4099, 0.7732)
C (-2.3654, -4.0378, 0.0255)
C (-1.9698, 1.9491, 0.2050)
H (2.8072, 1.9289, -1.7689)
H (-1.7195, -4.8346, 0.3552)
H (-5.4539, -3.1285, -0.9919)
H (2.7435, -1.9040, -0.5134)

Entry from the OMol25 dataset: a structure of composition C15H20AuClO (ωB97M-V/def2-TZVPD).

The calculation puts the LUMO energy (spin up / spin down) at 5.524 / 5.387 eV. Its charge is -2. Its maximum force is 2.88 eV/A. Its orbital gap (spin up / spin down) is 5.46 / 5.12 eV. For the HOMO energy (spin up / spin down), the calculation gives 0.002 / 0.010 hartree. The spin multiplicity is 3.

Element x y z (Å)
H (-0.0363, -2.9260, -1.3870)
H (0.8808, 1.2537, -5.2395)
C (-2.1122, 0.5361, -3.7353)
H (3.1965, 0.0106, -1.6579)
C (1.4444, 1.5906, 0.7479)
Cl (-2.4006, 1.6782, 0.8921)
H (-0.4754, -1.6159, -3.6425)
H (-2.7291, -0.3783, -3.7551)
H (1.3393, 1.6544, -2.6434)
O (-1.0346, 0.0108, -1.6630)
H (1.4330, -1.7625, 2.5598)
C (0.0023, -2.4811, -0.3919)
C (1.1391, -2.4500, 0.4566)
H (-1.2735, -1.2639, 2.4857)
H (-2.1526, -1.9272, 0.0050)
H (-2.6732, 1.3590, -4.2020)
H (-2.8552, 0.8619, -1.6614)
C (-0.3258, -1.0522, -4.5764)
C (-0.8695, 0.3031, -4.4643)
H (3.1595, 0.1559, 1.0227)
H (2.1224, -2.8503, 0.2042)
H (1.3131, 2.0508, 1.7265)
Au (-0.5195, 0.3911, 0.4164)
C (1.4982, 1.4512, -1.5850)
C (0.8117, 2.0798, -0.4952)
H (-1.5461, 1.9605, -2.1211)
C (0.7754, -1.8871, 1.7002)
H (-0.3212, 2.3590, -4.5203)
C (-0.6239, -1.5307, 1.6529)
C (2.4950, 0.5946, -1.0597)
H (0.7506, -1.0370, -4.8014)
H (0.1212, 2.9186, -0.5486)
H (-0.8113, -1.6237, -5.3893)
H (-0.6028, 1.6495, -6.1176)
C (-1.9085, 0.9155, -2.2278)
C (-1.1054, -1.9045, 0.3065)
C (-0.1964, 1.4383, -5.1118)
C (2.4829, 0.6804, 0.3499)

Entry from the OMol25 dataset: a structure of composition C15H20AuN3O15P2 (ωB97M-V/def2-TZVPD).

The calculation puts the LUMO energy at -2.298 eV. Its maximum force is 0.85 eV/A. Its orbital gap is 7.05 eV. For the HOMO energy, the calculation gives -0.343 hartree.

Element x y z (Å)
C (-4.0539, 1.1346, -0.4007)
O (-0.4420, -2.5398, 1.2032)
C (0.9948, 1.6712, -1.4180)
O (-1.3160, -0.6422, -0.8157)
H (-1.7949, -0.1146, 2.9106)
C (-2.5470, 1.5816, 1.7179)
H (-1.8996, 2.3557, 2.1305)
O (3.6395, -0.6855, 1.2754)
C (-2.4395, -0.6471, -0.2504)
N (-2.5923, -0.7236, 1.0638)
H (2.9874, 0.0408, 1.0333)
O (1.8606, -0.2373, -5.5742)
C (1.1071, 0.5339, -2.2499)
Au (0.4020, -1.5394, -0.2883)
H (-0.8096, 0.2947, 1.5052)
C (-2.9024, 1.9394, 0.2590)
C (0.9659, 2.9358, -1.9905)
C (1.0956, 3.0956, -3.3563)
C (1.7607, -2.0472, 2.7745)
H (-3.3105, -0.0771, -2.0870)
C (1.1635, 0.7543, -3.6438)
O (0.4299, -1.2976, -4.3700)
H (3.9721, -3.8501, 0.8955)
O (1.3545, -0.7438, 3.0852)
O (0.2315, 2.5034, 0.6524)
O (4.0226, -3.1215, 1.5251)
C (1.2058, 2.0114, -4.2058)
H (0.6496, -5.2498, 2.0992)
C (-3.6222, -0.2083, -1.0530)
N (1.0968, 4.4431, -3.9274)
O (-0.5458, -3.4411, 3.5723)
H (1.7695, -2.5126, 4.8417)
H (0.8538, 3.7953, -1.3453)
C (0.8666, 1.6336, 0.0924)
H (-4.5177, 1.7440, -1.1761)
H (-1.9998, 1.8775, -0.3562)
H (3.3370, -1.9400, 4.2360)
H (-3.1915, 2.9916, 0.2454)
H (-3.5668, -0.7639, 1.3352)
H (1.2960, 2.1365, -5.2746)
O (1.4205, 0.6369, 0.6878)
H (-3.4668, 1.5787, 2.3127)
P (2.9021, -2.0442, 1.3266)
N (1.1743, -0.3710, -4.5847)
P (0.3149, -3.1439, 2.4261)
C (-1.8308, 0.2389, 1.8817)
H (2.8009, -3.6015, 3.8938)
H (1.1954, -0.1742, 2.2965)
O (2.1721, -2.3954, 0.0215)
H (-4.8309, 0.9490, 0.3456)
H (-4.4131, -0.9595, -1.0276)
O (1.0688, 5.3769, -3.1553)
O (1.1582, 4.5365, -5.1343)
C (2.4758, -2.5697, 4.0161)
O (1.2259, -0.7139, -1.8688)
O (1.1215, -4.4350, 1.8917)

> Which of these has the highest maximum force?

C15H19N3O3S

> maximum force of number 4 (C15H19N4Yb)?

3.70 eV/A

> The highest maximum force belongs to which entry?

C15H19N3O3S

Copy entry 3 word for word.
Entry from the OMol25 dataset: a structure of composition C15H19N3O3S (ωB97M-V/def2-TZVPD).

The calculation puts the LUMO energy at 0.597 eV. Its maximum force is 15.08 eV/A. Its orbital gap is 7.66 eV. For the HOMO energy, the calculation gives -0.259 hartree.

Element x y z (Å)
H (0.6221, -0.5438, 1.4652)
C (5.5871, -0.6688, -0.4948)
H (-2.3310, -0.4012, 1.8057)
O (5.1851, 0.5600, -0.7315)
H (3.2899, 2.5904, -0.0602)
O (-0.8330, -1.9516, 0.6013)
C (-0.9789, 1.4053, -0.4120)
C (-2.7043, 0.2250, -1.5465)
H (-2.0818, 0.2163, -2.4775)
H (0.6839, -1.9539, -1.0779)
O (4.7219, -1.5034, -0.0408)
C (3.1865, 1.6393, 0.0432)
C (-3.2525, 1.0603, 0.5314)
C (0.8642, 2.1318, 0.7955)
H (-3.5637, -2.3843, 0.5315)
H (6.6289, -0.6594, -0.2981)
C (-1.1181, -1.7290, -0.5109)
H (1.0539, 3.2648, 0.1400)
C (2.3954, -1.1729, 0.9283)
C (-3.3784, -0.4297, 1.3547)
C (1.5537, -0.1195, 0.9019)
H (-3.7029, 0.4066, -1.7871)
C (-2.6333, -1.3509, -0.9636)
H (-0.6445, -1.1696, -2.2907)
H (2.3051, -2.1337, 1.0549)
H (-4.1816, -0.4593, 2.2440)
H (5.8560, -1.0221, -1.5132)
N (-0.3105, -1.7457, -1.4168)
N (-2.3583, 1.0577, -0.5542)
H (-3.0223, -1.9694, -1.7052)
N (-0.5936, 2.0882, 0.8043)
C (1.8710, 1.2947, 0.7194)
H (0.8858, 2.7023, 2.0207)
H (-4.6775, -1.2338, 0.1533)
C (-3.6307, -1.5786, 0.0976)
C (3.7056, -0.9718, 0.2867)
H (-1.0653, 1.6240, 1.5226)
H (-2.9764, 1.6821, 1.3531)
C (3.9361, 0.4574, -0.0198)
S (-0.0491, 1.5005, -1.7021)
H (-4.2446, 1.2457, 0.2476)